# 1
The following is a quantum chemistry calculation of C7H9NO in the gas phase in a non-equilibrium geometry, from the Open Molecules 2025 dataset.

The geometry in XYZ format:
```
18
Properties=species:S:1:pos:R:3:lowdin_charge:R:1
C 1.92 -0.13 -0.47 -0.098
C 2.56 0.00 -1.58 -0.084
C -0.34 0.96 0.37 0.059
C 0.49 -0.43 -2.17 -0.052
C -0.53 -0.49 -0.05 -0.385
C -0.90 2.03 -0.46 -0.147
C -0.24 -1.56 1.04 -0.050
N 0.66 -0.49 -0.85 -0.140
O 1.68 -0.09 -2.68 -0.014
H 2.07 -0.07 0.62 0.148
H 3.61 0.33 -1.82 0.139
H -1.39 -0.70 -0.60 0.112
H -1.30 1.85 -1.49 0.086
H -0.16 2.87 -0.63 0.102
H -1.71 2.34 0.15 0.070
H -1.26 -2.14 1.00 0.103
H -0.21 -1.01 2.09 0.104
H 0.62 -2.18 1.00 0.048
```

Calculated values
Molar mass = 123.2 g mol⁻¹
E_LUMO = -0.152 eV
Kohn-Sham gap = 0.301 hartree
Energy relative to the best compared isomer or geometry (same formula, charge and spin) = 701.18 kJ/mol
HOMO level = -8.34 eV
E_tot = -401.87395 a.u.

# 2
The following is a quantum chemistry calculation of a molecular structure, C36H102O36Pb in a non-equilibrium geometry, from the Open Molecules 2025 dataset.

The geometry in XYZ format:
```
175
Properties=species:S:1:pos:R:3:lowdin_charge:R:1
Pb 3.14 -0.96 -2.66 1.689
C -0.20 -1.55 -0.05 0.034
C 0.85 -1.37 -1.09 -0.705
O 1.19 -2.31 -1.85 -0.138
O 1.46 -0.27 -1.18 -0.151
H -0.04 -0.78 0.78 0.115
H -0.22 -2.55 0.31 0.058
H -1.11 -1.37 -0.62 0.079
C 1.67 1.02 -6.29 0.018
C 2.25 0.20 -5.16 -0.670
O 1.46 0.00 -4.14 -0.175
O 3.40 -0.24 -5.26 -0.067
H 1.05 0.45 -6.91 0.070
H 2.45 1.34 -6.96 0.087
H 1.05 1.89 -5.98 0.081
C -0.03 5.44 4.52 -0.275
C -0.61 4.17 5.00 -0.204
O -0.69 3.15 3.97 -0.104
O -0.91 6.26 3.79 -0.054
H 0.76 5.21 3.87 0.103
H 0.26 6.07 5.41 0.149
H -1.71 4.27 5.34 0.145
H 0.10 3.76 5.70 0.115
H -0.91 3.53 3.13 0.030
H -1.28 5.75 3.06 0.069
C -5.09 -2.09 4.44 -0.216
C -4.03 -1.81 5.51 -0.192
O -2.84 -1.28 4.87 -0.111
O -5.46 -0.90 3.77 -0.100
H -5.97 -2.55 4.85 0.113
H -4.63 -2.80 3.71 0.125
H -3.85 -2.64 6.13 0.090
H -4.50 -1.07 6.19 0.128
H -2.81 -0.31 4.95 0.014
H -4.68 -0.46 3.36 0.043
C 0.38 -5.69 -1.29 -0.235
C 1.80 -5.97 -1.80 -0.132
O 2.32 -4.65 -2.24 -0.131
O -0.60 -5.45 -2.29 -0.066
H 0.45 -4.87 -0.55 0.116
H 0.09 -6.57 -0.66 0.141
H 1.77 -6.67 -2.64 0.130
H 2.35 -6.32 -0.94 0.115
H 1.80 -3.93 -1.93 -0.003
H -0.24 -4.91 -3.02 0.076
C 1.34 3.56 -3.89 -0.249
C 2.68 4.07 -4.37 -0.218
O 3.67 4.03 -3.40 -0.062
O 0.93 4.39 -2.85 -0.072
H 1.48 2.53 -3.55 0.114
H 0.65 3.57 -4.69 0.109
H 2.54 5.08 -4.86 0.148
H 2.99 3.35 -5.16 0.126
H 3.63 4.80 -2.82 0.073
H 0.23 4.01 -2.28 0.076
C 5.48 1.86 -2.13 -0.183
C 6.29 1.71 -3.45 -0.246
O 6.10 0.47 -4.08 -0.078
O 4.03 1.63 -2.26 -0.239
H 5.66 2.87 -1.76 0.124
H 5.74 1.12 -1.34 0.111
H 7.35 1.74 -3.16 0.128
H 6.05 2.55 -4.10 0.117
H 5.17 0.52 -4.44 0.054
H 3.82 2.44 -2.86 0.079
C -2.32 0.18 -2.79 -0.282
C -1.67 -0.82 -3.77 -0.190
O -1.02 -0.02 -4.81 -0.112
O -2.85 1.26 -3.46 -0.041
H -1.45 0.47 -2.16 0.097
H -3.07 -0.24 -2.15 0.096
H -2.47 -1.40 -4.27 0.119
H -0.93 -1.55 -3.42 0.100
H -0.08 0.11 -4.55 0.006
H -2.21 1.48 -4.14 0.078
C 4.44 -1.97 1.39 -0.175
C 3.64 -3.20 1.03 -0.254
O 4.29 -4.01 0.08 -0.028
O 4.60 -1.11 0.22 -0.153
H 5.46 -2.23 1.70 0.131
H 3.96 -1.37 2.20 0.112
H 2.71 -2.79 0.67 0.097
H 3.30 -3.78 1.92 0.134
H 3.75 -3.98 -0.69 0.035
H 5.56 -1.14 0.06 0.110
C 2.35 6.21 0.26 -0.214
C 2.59 7.09 -0.92 -0.169
O 2.75 6.29 -2.15 -0.095
O 1.38 5.23 -0.11 -0.106
H 1.90 6.73 1.11 0.129
H 3.17 5.66 0.66 0.102
H 3.55 7.61 -0.91 0.121
H 1.83 7.87 -1.06 0.130
H 1.88 5.93 -2.28 0.037
H 1.79 4.39 -0.45 0.083
C -1.51 -5.18 4.25 -0.219
C -1.59 -5.16 2.71 -0.188
O -1.96 -3.90 2.03 -0.108
O -0.21 -4.80 4.73 -0.073
H -1.82 -6.18 4.53 0.110
H -2.26 -4.42 4.63 0.132
H -2.26 -5.92 2.25 0.126
H -0.57 -5.54 2.40 0.123
H -1.57 -3.11 2.45 0.073
H -0.27 -3.88 5.02 0.038
C -4.63 2.48 4.27 -0.203
C -3.84 2.12 5.46 -0.201
O -2.78 1.22 5.14 -0.096
O -3.78 2.64 3.11 -0.079
H -5.07 3.50 4.43 0.142
H -5.44 1.81 4.01 0.113
H -4.51 1.56 6.07 0.111
H -3.42 2.98 6.02 0.124
H -2.06 1.67 4.61 0.112
H -3.46 1.77 2.93 0.025
C -4.82 0.73 0.82 -0.144
C -5.98 -0.16 0.41 -0.247
O -7.02 -0.19 1.35 -0.044
O -3.95 0.07 1.85 -0.138
H -5.05 1.70 1.32 0.121
H -4.20 0.99 -0.06 0.107
H -5.48 -1.11 0.22 0.101
H -6.48 0.08 -0.53 0.129
H -6.70 -0.59 2.16 0.046
H -3.59 -0.77 1.43 0.101
C 0.47 -0.83 4.51 -0.220
C 1.53 -1.42 3.64 -0.227
O 1.09 -2.34 2.63 -0.080
O -0.07 -1.90 5.30 -0.076
H -0.35 -0.32 4.01 0.111
H 0.91 -0.03 5.14 0.132
H 2.21 -1.94 4.41 0.153
H 2.17 -0.71 3.11 0.098
H 0.73 -3.13 3.06 0.069
H -1.02 -1.89 5.20 0.038
C 2.37 -3.35 -5.67 -0.208
C 0.87 -3.50 -5.70 -0.223
O 0.38 -4.61 -4.99 -0.032
O 2.98 -3.13 -4.39 -0.184
H 2.83 -2.48 -6.22 0.133
H 2.89 -4.24 -6.08 0.130
H 0.58 -3.53 -6.75 0.124
H 0.38 -2.59 -5.33 0.120
H 0.72 -5.40 -5.36 0.081
H 2.90 -3.90 -3.81 0.049
C 3.53 2.29 1.69 -0.209
C 2.21 1.98 0.99 -0.160
O 2.04 2.41 -0.41 -0.111
O 4.63 1.59 1.09 -0.071
H 3.44 2.12 2.80 0.126
H 3.82 3.33 1.58 0.108
H 1.39 2.46 1.52 0.114
H 2.08 0.90 0.91 0.100
H 2.62 1.85 -0.94 0.039
H 4.37 0.73 0.78 0.023
C -3.66 -2.99 -1.36 -0.252
C -3.98 -4.49 -1.48 -0.239
O -2.96 -5.26 -0.87 -0.073
O -3.38 -2.46 -0.08 -0.095
H -4.52 -2.41 -1.84 0.138
H -2.79 -2.89 -2.09 0.118
H -4.21 -4.70 -2.52 0.113
H -4.87 -4.79 -0.92 0.123
H -2.13 -5.13 -1.37 0.037
H -2.93 -3.24 0.32 0.060
C -2.07 3.80 0.22 -0.225
C -1.72 2.49 -0.50 -0.217
O -0.57 2.65 -1.32 -0.074
O -1.19 4.28 1.22 -0.066
H -3.09 3.68 0.65 0.125
H -2.18 4.53 -0.59 0.126
H -2.59 2.25 -1.20 0.119
H -1.74 1.77 0.30 0.112
H 0.24 2.23 -1.02 0.054
H -0.35 4.46 0.78 0.061
```

Calculated values
Molar mass = 1318.4 g mol⁻¹
E_LUMO = 0.336 eV
Kohn-Sham gap = 0.361 hartree
HOMO level = -9.49 eV
E_tot = -4334.24798 a.u.

# 3
The following is a quantum chemistry calculation of C4H5NO in the gas phase, from the Open Molecules 2025 dataset.

The geometry in XYZ format:
```
11
Properties=species:S:1:pos:R:3:lowdin_charge:R:1
C -0.98 -0.74 0.65 -0.066
C 0.19 0.23 0.80 -0.254
C 1.43 0.16 -0.05 0.058
C 0.55 1.04 -0.39 -0.201
N -0.06 1.39 -1.64 0.018
O 0.14 0.47 -2.41 0.005
H -1.85 -0.32 1.16 0.078
H -1.25 -0.88 -0.41 0.073
H -0.76 -1.72 1.08 0.074
H 0.34 0.64 1.80 0.107
H 2.29 -0.39 -0.39 0.108
```

Calculated values
Molar mass = 83.1 g mol⁻¹
E_LUMO (alpha / beta) = -0.670 / -0.670 eV
Structure (SMILES) = C[C@H]1C=C1N=O
Kohn-Sham gap (alpha / beta) = 0.327 / 0.327 hartree
Energy relative to the best compared isomer or geometry (same formula, charge and spin) = 554.27 kJ/mol
HOMO level (alpha / beta) = -9.56 / -9.56 eV
E_tot = -285.20348 a.u.

# 4
The following is a quantum chemistry calculation of a molecular structure, C11H16O in a non-equilibrium geometry, from the Open Molecules 2025 dataset.

The geometry in XYZ format:
```
28
Properties=species:S:1:pos:R:3:lowdin_charge:R:1
C -3.26 0.95 -0.67 0.015
C -2.40 0.21 -0.24 -0.008
C 2.03 -0.58 -0.36 -0.198
C 1.63 0.50 0.56 -0.188
C 1.35 -1.83 0.10 -0.092
C -0.63 -0.22 0.42 -0.286
C 0.21 0.98 0.34 -0.488
C -0.18 -1.56 0.16 -0.383
C -0.28 2.00 1.38 -0.041
C 0.22 1.66 -1.12 0.007
C -1.15 -2.43 -0.58 0.001
O -0.71 -1.13 1.43 0.097
H -4.04 1.52 -1.23 0.044
H 1.71 -0.26 -1.30 0.084
H 3.12 -0.78 -0.37 0.136
H 1.83 0.16 1.64 0.153
H 2.26 1.36 0.57 0.113
H 1.64 -2.69 -0.55 0.132
H 1.70 -2.06 1.09 0.120
H -1.38 2.11 1.35 0.074
H 0.04 3.05 1.32 0.084
H -0.14 1.54 2.46 0.128
H 1.11 2.32 -1.29 0.106
H -0.71 2.20 -0.96 0.064
H 0.13 0.83 -1.82 0.078
H -1.93 -1.79 -0.96 0.045
H -1.62 -3.26 0.04 0.118
H -0.52 -2.83 -1.39 0.087
```

Calculated values
Molar mass = 164.2 g mol⁻¹
E_LUMO = 0.848 eV
Kohn-Sham gap = 0.395 hartree
Energy relative to the best compared isomer or geometry (same formula, charge and spin) = 540.61 kJ/mol
HOMO level = -9.91 eV
E_tot = -503.78410 a.u.

# 5
The following is a quantum chemistry calculation of a molecular structure, C8H9OP in a non-equilibrium geometry, from the Open Molecules 2025 dataset.

The geometry in XYZ format:
```
19
Properties=species:S:1:pos:R:3:lowdin_charge:R:1
C 1.77 0.77 -2.74 -0.080
C 0.43 0.91 -3.01 -0.088
C 2.14 0.22 -1.52 -0.075
C -0.49 0.75 -1.96 -0.049
C 1.28 0.08 -0.48 -0.059
C -0.04 0.46 -0.67 -0.349
C -1.85 -1.62 3.80 -0.050
C -0.92 0.65 0.47 -0.184
O 0.50 -0.66 2.44 -0.452
P -0.87 -0.57 1.95 0.887
H 2.51 0.95 -3.48 0.093
H 0.00 1.35 -3.93 0.108
H 3.12 -0.11 -1.28 0.099
H -1.51 1.10 -2.18 0.116
H 1.55 -0.25 0.45 0.064
H -2.82 -1.07 4.12 0.050
H -1.76 -2.54 3.27 -0.018
H -0.99 -1.27 4.27 -0.051
H -2.04 0.85 0.46 0.039
```

Calculated values
Molar mass = 152.1 g mol⁻¹
E_LUMO (alpha / beta) = -1.206 / -0.873 eV
Kohn-Sham gap (alpha / beta) = 0.230 / 0.249 hartree
Energy relative to the best compared isomer or geometry (same formula, charge and spin) = 325.70 kJ/mol
HOMO level (alpha / beta) = -7.47 / -7.64 eV
E_tot = -726.67769 a.u.

Question: Which value of molar mass does entry 4 give?
Answer: 164.2 g mol⁻¹

Question: Among the records above, which one has the lowest molar mass?
Answer: C4H5NO

Question: The lowest molar mass belongs to which entry?
Answer: C4H5NO

Question: Which of these has the lowest molar mass?
Answer: C4H5NO